DFT (the ωB97M-V functional and the def2-TZVPD basis) results for a cluster of 6 separate species, C54H114N6O6 in total at a distorted geometry.

Last columns: bonded neighbours and bond lengths (Å).
Positions of all 180 atoms, in Å:
1 C -2.436 4.356 6.192  C2 1.484, H12 1.090, H13 1.090, H14 1.090
2 C -1.216 4.219 5.359  C1 1.484, C3 1.570, N7 1.520, C11 1.498
3 C -1.462 3.095 4.290  C2 1.570, C4 1.534, H15 1.090, H16 1.090
4 C -2.235 3.568 3.052  C3 1.534, C5 1.549, H17 1.090, H18 1.090
5 C -1.456 4.779 2.482  C4 1.549, C6 1.494, H19 1.090, H20 1.090
6 C -1.525 5.961 3.393  C5 1.494, N7 1.482, C9 1.532, C10 1.544
7 N -0.860 5.509 4.638  C2 1.520, C6 1.482, O8 1.417
8 O -0.605 6.583 5.527  N7 1.417, H30 0.960
9 C -0.664 6.976 2.635  C6 1.532, H21 1.090, H22 1.090, H23 1.090
10 C -2.996 6.425 3.454  C6 1.544, H24 1.090, H25 1.090, H26 1.090
11 C -0.067 3.796 6.222  C2 1.498, H27 1.090, H28 1.090, H29 1.090
12 H -2.570 5.312 6.698  C1 1.090
13 H -2.313 3.646 7.010  C1 1.090
14 H -3.285 4.005 5.605  C1 1.090
15 H -0.455 2.722 4.107  C3 1.090
16 H -1.904 2.222 4.771  C3 1.090
17 H -3.276 3.723 3.337  C4 1.090
18 H -2.321 2.866 2.222  C4 1.090
19 H -1.780 5.041 1.474  C5 1.090
20 H -0.383 4.620 2.368  C5 1.090
21 H 0.405 6.777 2.562  C9 1.090
22 H -0.934 7.155 1.594  C9 1.090
23 H -0.672 7.904 3.207  C9 1.090
24 H -3.165 7.335 4.029  C10 1.090
25 H -3.428 6.435 2.453  C10 1.090
26 H -3.666 5.704 3.922  C10 1.090
27 H -0.033 2.716 6.364  C11 1.090
28 H -0.081 4.332 7.171  C11 1.090
29 H 0.898 4.091 5.810  C11 1.090
30 H 0.131 7.013 5.086  O8 0.960
31 C -8.603 7.492 2.203  C32 1.554, H42 1.090, H43 1.090, H44 1.090
32 C -9.161 8.610 1.281  C31 1.554, C33 1.582, N37 1.474, C41 1.608
33 C -9.834 7.984 -0.007  C32 1.582, C34 1.485, H45 1.090, H46 1.090
34 C -10.758 8.867 -0.762  C33 1.485, C35 1.541, H47 1.090, H48 1.090
35 C -11.761 9.587 0.161  C34 1.541, C36 1.554, H49 1.090, H50 1.090
36 C -11.120 10.289 1.390  C35 1.554, N37 1.430, C39 1.604, C40 1.557
37 N -10.252 9.316 1.978  C32 1.474, C36 1.430, O38 1.387
38 O -9.786 9.748 3.211  N37 1.387, H60 0.960
39 C -10.358 11.588 0.839  C36 1.604, H51 1.090, H52 1.090, H53 1.090
40 C -12.330 10.565 2.329  C36 1.557, H54 1.090, H55 1.090, H56 1.090
41 C -7.988 9.586 0.776  C32 1.608, H57 1.090, H58 1.090, H59 1.090
42 H -9.391 6.761 2.380  C31 1.090
43 H -8.049 7.887 3.055  C31 1.090
44 H -7.823 7.025 1.602  C31 1.090
45 H -9.113 7.516 -0.678  C33 1.090
46 H -10.392 7.071 0.199  C33 1.090
47 H -11.295 8.218 -1.453  C34 1.090
48 H -10.156 9.585 -1.319  C34 1.090
49 H -12.407 8.804 0.558  C35 1.090
50 H -12.304 10.387 -0.342  C35 1.090
51 H -9.953 11.396 -0.154  C39 1.090
52 H -10.879 12.545 0.876  C39 1.090
53 H -9.437 11.688 1.414  C39 1.090
54 H -11.964 11.159 3.166  C40 1.090
55 H -13.128 11.135 1.853  C40 1.090
56 H -12.720 9.787 2.986  C40 1.090
57 H -7.636 10.160 1.633  C41 1.090
58 H -8.110 10.157 -0.145  C41 1.090
59 H -7.108 9.082 0.375  C41 1.090
60 H -10.405 9.250 3.750  O38 0.960
61 C 2.440 15.747 -1.608  C62 1.589, H72 1.090, H73 1.090, H74 1.090
62 C 3.486 14.574 -1.843  C61 1.589, C63 1.497, N67 1.518, C71 1.595
63 C 4.641 15.084 -2.647  C62 1.497, C64 1.538, H75 1.090, H76 1.090
64 C 5.863 14.155 -2.743  C63 1.538, C65 1.606, H77 1.090, H78 1.090
65 C 6.332 13.779 -1.254  C64 1.606, C66 1.563, H79 1.090, H80 1.090
66 C 5.179 13.171 -0.392  C65 1.563, N67 1.441, C69 1.482, C70 1.553
67 N 4.041 14.042 -0.535  C62 1.518, C66 1.441, O68 1.422
68 O 3.082 13.719 0.464  N67 1.422, H90 0.960
69 C 4.930 11.759 -0.768  C66 1.482, H81 1.090, H82 1.090, H83 1.090
70 C 5.810 13.224 1.027  C66 1.553, H84 1.090, H85 1.090, H86 1.090
71 C 2.757 13.390 -2.624  C62 1.595, H87 1.090, H88 1.090, H89 1.090
72 H 2.023 15.565 -0.617  C61 1.090
73 H 1.615 15.733 -2.319  C61 1.090
74 H 2.994 16.686 -1.610  C61 1.090
75 H 4.226 15.469 -3.578  C63 1.090
76 H 5.137 15.897 -2.115  C63 1.090
77 H 6.741 14.618 -3.194  C64 1.090
78 H 5.649 13.259 -3.326  C64 1.090
79 H 6.718 14.650 -0.723  C65 1.090
80 H 6.965 12.919 -1.471  C65 1.090
81 H 4.735 11.699 -1.838  C69 1.090
82 H 5.881 11.259 -0.583  C69 1.090
83 H 4.161 11.274 -0.167  C69 1.090
84 H 6.725 12.649 0.878  C70 1.090
85 H 5.948 14.235 1.409  C70 1.090
86 H 5.256 12.804 1.866  C70 1.090
87 H 2.194 12.813 -1.890  C71 1.090
88 H 3.487 12.691 -3.034  C71 1.090
89 H 1.985 13.701 -3.326  C71 1.090
90 H 3.232 14.330 1.189  O68 0.960
91 C 0.379 19.479 -0.245  C92 1.617, H102 1.090, H103 1.090, H104 1.090
92 C 0.803 19.332 1.309  C91 1.617, C93 1.574, N97 1.510, C101 1.569
93 C -0.187 18.264 1.906  C92 1.574, C94 1.513, H105 1.090, H106 1.090
94 C 0.282 17.983 3.317  C93 1.513, C95 1.544, H107 1.090, H108 1.090
95 C 1.688 17.351 3.230  C94 1.544, C96 1.555, H109 1.090, H110 1.090
96 C 2.785 18.180 2.505  C95 1.555, N97 1.456, C99 1.554, C100 1.594
97 N 2.246 18.890 1.353  C92 1.510, C96 1.456, O98 1.343
98 O 3.134 19.562 0.604  N97 1.343, H120 0.960
99 C 3.283 19.143 3.618  C96 1.554, H111 1.090, H112 1.090, H113 1.090
100 C 3.919 17.157 2.050  C96 1.594, H114 1.090, H115 1.090, H116 1.090
101 C 0.557 20.699 2.040  C92 1.569, H117 1.090, H118 1.090, H119 1.090
102 H 1.067 20.206 -0.677  C91 1.090
103 H -0.649 19.773 -0.459  C91 1.090
104 H 0.547 18.601 -0.870  C91 1.090
105 H -1.114 18.802 2.102  C93 1.090
106 H -0.346 17.418 1.237  C93 1.090
107 H -0.450 17.303 3.753  C94 1.090
108 H 0.344 18.861 3.961  C94 1.090
109 H 1.533 16.506 2.560  C95 1.090
110 H 2.124 16.967 4.152  C95 1.090
111 H 3.985 19.891 3.249  C99 1.090
112 H 2.659 19.853 4.160  C99 1.090
113 H 3.814 18.522 4.340  C99 1.090
114 H 4.023 16.292 2.705  C100 1.090
115 H 3.633 16.706 1.099  C100 1.090
116 H 4.884 17.535 1.712  C100 1.090
117 H 1.029 21.568 1.582  C101 1.090
118 H 0.800 20.684 3.102  C101 1.090
119 H -0.503 20.876 2.216  C101 1.090
120 H 3.416 18.920 -0.052  O98 0.960
121 C -2.983 9.770 2.385  C122 1.575, H132 1.090, H133 1.090, H134 1.090
122 C -2.673 10.433 0.990  C121 1.575, C123 1.537, N127 1.539, C131 1.531
123 C -3.855 11.279 0.490  C122 1.537, C124 1.474, H135 1.090, H136 1.090
124 C -3.549 12.162 -0.650  C123 1.474, C125 1.580, H137 1.090, H138 1.090
125 C -2.477 13.208 -0.148  C124 1.580, C126 1.599, H139 1.090, H140 1.090
126 C -1.118 12.585 0.417  C125 1.599, N127 1.477, C129 1.515, C130 1.556
127 N -1.457 11.359 1.168  C122 1.539, C126 1.477, O128 1.417
128 O -0.408 10.862 1.982  N127 1.417, H150 0.960
129 C -0.287 12.079 -0.744  C126 1.515, H141 1.090, H142 1.090, H143 1.090
130 C -0.447 13.737 1.220  C126 1.556, H144 1.090, H145 1.090, H146 1.090
131 C -2.340 9.252 0.074  C122 1.531, H147 1.090, H148 1.090, H149 1.090
132 H -3.921 9.216 2.431  C121 1.090
133 H -2.953 10.548 3.148  C121 1.090
134 H -2.194 9.086 2.697  C121 1.090
135 H -4.588 10.614 0.033  C123 1.090
136 H -4.429 11.800 1.256  C123 1.090
137 H -4.336 12.763 -1.105  C124 1.090
138 H -3.121 11.748 -1.563  C124 1.090
139 H -2.878 13.876 0.614  C125 1.090
140 H -2.283 13.971 -0.903  C125 1.090
141 H 0.698 11.700 -0.469  C129 1.090
142 H -0.705 11.213 -1.257  C129 1.090
143 H -0.157 12.896 -1.453  C129 1.090
144 H 0.582 13.426 1.403  C130 1.090
145 H -0.422 14.683 0.679  C130 1.090
146 H -0.836 13.881 2.228  C130 1.090
147 H -2.490 9.503 -0.976  C131 1.090
148 H -2.850 8.338 0.378  C131 1.090
149 H -1.264 9.083 0.113  C131 1.090
150 H 0.043 10.374 1.289  O128 0.960
151 C -5.061 4.774 -1.337  C152 1.537, H162 1.090, H163 1.090, H164 1.090
152 C -4.053 4.780 -2.497  C151 1.537, C153 1.601, N157 1.480, C161 1.570
153 C -4.981 4.264 -3.695  C152 1.601, C154 1.552, H165 1.090, H166 1.090
154 C -5.752 5.484 -4.266  C153 1.552, C155 1.501, H167 1.090, H168 1.090
155 C -4.847 6.626 -4.627  C154 1.501, C156 1.542, H169 1.090, H170 1.090
156 C -3.935 7.159 -3.505  C155 1.542, N157 1.479, C159 1.550, C160 1.650
157 N -3.333 6.054 -2.727  C152 1.480, C156 1.479, O158 1.360
158 O -2.783 6.551 -1.587  N157 1.360, H180 0.960
159 C -2.877 8.018 -4.243  C156 1.550, H171 1.090, H172 1.090, H173 1.090
160 C -4.729 8.257 -2.565  C156 1.650, H174 1.090, H175 1.090, H176 1.090
161 C -2.932 3.728 -2.178  C152 1.570, H177 1.090, H178 1.090, H179 1.090
162 H -5.617 3.862 -1.117  C151 1.090
163 H -5.612 5.674 -1.609  C151 1.090
164 H -4.440 5.032 -0.479  C151 1.090
165 H -4.434 3.771 -4.498  C153 1.090
166 H -5.594 3.499 -3.218  C153 1.090
167 H -6.597 5.808 -3.659  C154 1.090
168 H -6.304 5.133 -5.138  C154 1.090
169 H -5.664 7.319 -4.829  C155 1.090
170 H -4.351 6.331 -5.552  C155 1.090
171 H -2.458 7.361 -5.005  C159 1.090
172 H -3.324 8.973 -4.518  C159 1.090
173 H -2.112 8.246 -3.501  C159 1.090
174 H -3.977 8.822 -2.013  C160 1.090
175 H -4.999 9.135 -3.153  C160 1.090
176 H -5.482 7.838 -1.897  C160 1.090
177 H -3.276 2.797 -2.628  C161 1.090
178 H -2.786 3.510 -1.120  C161 1.090
179 H -2.001 3.999 -2.676  C161 1.090
180 H -1.849 6.338 -1.643  O158 0.960

Summary:
* highest occupied orbital energy (spin up / spin down): -0.3484 / -0.3484 hartree
* ⟨S²⟩: 0.755
* electronic energy: -79052.18150 eV
* LUMO (spin up / spin down): -2.4 / -6.0 eV
* net charge: +1
* multiplicity: 2
* energy above the lowest of the compared OMol25 structures with the same formula, charge and spin: 45.48 kcal per mole